(1)
C2H4BeO | ωB97M-V with the def2-TZVPD basis set

Each line ends with the Mulliken charge.
Cartesian coordinates (Å):
O (-0.81, 1.47, 0.61)  -0.49
C (0.03, -0.66, -0.11)  -0.19
C (-0.81, 0.23, 0.65)  -0.13
Be (1.09, 0.34, -0.85)  0.16
H (0.66, -1.29, 0.53)  0.16
H (1.80, 1.39, -1.32)  -0.07
H (-1.47, -0.27, 1.40)  0.34
H (-0.50, -1.21, -0.90)  0.20

Values from the calculation:
- Kohn-Sham gap (eV) = 10.38
- lowest unoccupied orbital energy (eV) = 0.4026
- electronic energy (eV) = -4586.13954

(2)
C6H8N2O2 | ωB97M-V with the def2-TZVPD basis set

Each line ends with the Mulliken charge.
Cartesian coordinates (Å):
O (-0.90, -1.18, 1.53)  -0.47
O (1.45, -3.08, -1.95)  -0.48
N (-0.08, -2.41, -0.27)  -0.62
N (-0.72, 0.93, -0.24)  -0.23
C (2.08, -1.43, -0.26)  -0.57
C (-0.02, -1.49, 0.62)  0.62
C (-0.68, 2.27, -0.62)  -0.38
C (1.36, -0.79, 0.64)  -0.07
C (1.17, -2.39, -1.03)  0.35
C (-1.73, 1.80, 0.36)  -0.48
H (1.63, -0.04, 1.34)  0.41
H (-0.95, 2.73, -1.58)  0.20
H (-2.60, 1.94, -0.15)  0.30
H (-1.56, 1.93, 1.41)  0.24
H (0.30, 2.71, -0.36)  0.18
H (-1.06, 0.21, -0.92)  0.20
H (-0.79, -0.37, 1.99)  0.33
H (3.10, -1.34, -0.52)  0.47

Values from the calculation:
- Kohn-Sham gap (eV) = 9.65
- lowest unoccupied orbital energy (eV) = -0.1688
- electronic energy (eV) = -13423.82223
- SMILES = O=C1C=CC(O)=N1.C1CN1

(3)
CH2Br2CuO4S | ωB97M-V with the def2-TZVPD basis set

Each line ends with the Mulliken charge.
Cartesian coordinates (Å):
Br (0.38, 2.65, 0.50)  -0.02
Br (-0.63, 0.44, 2.62)  -0.02
Cu (-0.05, 0.03, 0.00)  0.00
S (1.00, -1.68, -1.28)  1.61
O (0.52, -0.50, -2.11)  -0.72
O (-0.22, -2.15, -0.53)  -0.72
O (1.93, -1.10, -0.23)  -0.69
O (1.62, -2.72, -2.07)  -0.72
C (-1.09, 1.61, 1.17)  -0.42
H (-1.82, 2.32, 1.56)  0.38
H (-1.65, 1.10, 0.36)  0.33

Values from the calculation:
- Kohn-Sham gap (eV) = 6.67
- lowest unoccupied orbital energy (eV) = 2.2746
- electronic energy (eV) = -204819.97662
- net charge = -1

(4)
C24H23ClOPV | ωB97M-V with the def2-TZVPD basis set

Each line ends with the Mulliken spin population.
Cartesian coordinates (Å):
V (0.00, 0.00, 0.00)  1.39
Cl (0.01, -0.42, -2.24)  -0.01
P (0.71, 3.38, -1.65)  0.01
O (-0.26, -1.84, 0.73)  -0.02
C (-2.15, -0.47, 0.26)  -0.13
C (1.40, 4.52, -0.39)  -0.02
C (-0.95, 0.87, 1.70)  0.03
C (1.24, 5.37, 1.87)  0.00
C (-2.58, 4.46, -3.82)  0.00
C (-1.34, -1.32, 1.06)  0.08
C (2.94, 6.20, 0.41)  0.00
C (2.49, 5.37, -0.61)  0.00
C (-1.54, 3.76, -3.23)  0.00
C (2.32, 6.21, 1.64)  0.00
C (4.01, 3.55, -4.90)  0.00
C (-0.65, 4.40, -2.36)  0.00
C (-1.89, 6.44, -2.66)  0.00
C (-2.76, 5.80, -3.53)  0.00
C (3.09, 2.65, -2.88)  0.00
C (-0.62, -0.49, 1.99)  -0.21
C (-0.84, 5.75, -2.08)  0.00
C (1.98, 3.49, -2.98)  0.00
C (1.90, 4.36, -4.07)  0.00
C (-0.44, -3.15, 1.25)  0.00
C (2.90, 4.39, -5.02)  0.00
C (-1.87, 0.87, 0.60)  -0.05
C (0.79, 4.52, 0.87)  0.00
C (4.10, 2.68, -3.82)  0.00
H (4.79, 3.58, -5.65)  0.00
H (-3.26, 3.95, -4.49)  0.00
H (-1.28, -2.39, 0.99)  -0.04
H (2.83, 5.07, -5.86)  0.00
H (-2.74, -0.79, -0.58)  0.00
H (1.05, 5.02, -4.16)  0.00
H (-0.53, -3.35, 2.40)  0.00
H (-2.29, 1.75, 0.13)  0.00
H (-3.58, 6.35, -3.99)  0.00
H (-1.41, 2.70, -3.44)  0.00
H (2.97, 5.38, -1.57)  0.00
H (-0.05, 3.86, 1.06)  0.00
H (-0.55, 1.74, 2.19)  0.02
H (3.15, 1.96, -2.04)  0.00
H (0.62, -3.48, 1.32)  -0.02
H (-0.16, 6.26, -1.41)  0.00
H (3.79, 6.85, 0.22)  0.00
H (4.95, 2.03, -3.73)  0.00
H (-0.62, -4.05, 0.51)  -0.01
H (0.75, 5.36, 2.84)  0.00
H (0.08, -0.84, 2.73)  -0.02
H (2.67, 6.86, 2.43)  0.00
H (-2.03, 7.49, -2.44)  0.00

Values from the calculation:
- Kohn-Sham gap (spin up / spin down) (eV) = 5.91 / 6.41
- lowest unoccupied orbital energy (spin up / spin down) (eV) = -4.8769 / -4.3786
- electronic energy (eV) = -74788.94857
- spin multiplicity = 2
- net charge = +1